(1)
123
Properties=species:S:1:pos:R:3 method="wB97M-V/def2-TZVPD" homo_lumo_gap_ev=6.36 lumo_ev=-4.8533 energy_ha=-2152.3738 spin_multiplicity=1 charge=+1
C 0.798 2.626 7.735
O -0.441 2.642 7.013
C -0.338 3.499 5.833
C -0.052 2.563 4.568
C -1.272 2.405 3.542
C -2.726 2.513 4.188
C -2.982 1.540 5.430
C -4.214 0.544 5.259
C -4.005 -0.574 4.123
C -3.864 -2.074 4.717
C -2.373 -2.675 4.500
C -1.366 -1.521 4.961
C 0.073 -2.051 5.405
N 0.425 -1.999 6.740
N 1.548 -2.329 7.358
C 2.453 -2.790 6.422
C 2.326 -2.996 4.934
C 0.989 -2.590 4.325
B 0.633 -2.724 2.755
C 1.013 -4.149 2.041
O 0.057 -1.714 1.924
H 0.986 3.593 8.330
H 1.721 2.482 7.070
H 0.847 1.784 8.512
H 0.600 4.142 5.998
H -1.226 4.192 5.725
H 0.861 2.993 4.032
H 0.257 1.524 4.926
H -1.116 3.182 2.715
H -1.173 1.388 3.011
H -3.482 2.315 3.344
H -2.910 3.590 4.511
H -1.997 1.044 5.696
H -3.238 2.218 6.323
H -5.140 1.158 5.022
H -4.404 0.052 6.278
H -4.988 -0.591 3.527
H -3.196 -0.319 3.367
H -4.049 -2.024 5.847
H -4.659 -2.772 4.293
H -2.251 -3.552 5.210
H -2.206 -2.970 3.403
H -1.831 -1.049 5.903
H -1.273 -0.654 4.218
H -0.304 -1.638 7.386
H 3.471 -3.060 6.870
H 3.188 -3.422 4.342
H 1.085 -4.986 2.823
H 2.084 -4.033 1.630
H 0.298 -4.433 1.211
H 0.534 -1.806 1.063
C 0.286 -4.626 -3.398
C 0.501 -4.564 -1.898
O 1.855 -4.861 -1.581
H 0.540 -5.617 -3.780
H -0.753 -4.404 -3.653
H 0.935 -3.910 -3.911
H -0.133 -5.295 -1.392
H 0.259 -3.568 -1.510
H 2.408 -4.206 -2.025
C 5.213 -2.084 1.300
C 4.483 -1.902 -0.016
O 3.078 -1.812 0.207
H 4.866 -2.987 1.809
H 6.291 -2.161 1.141
H 5.016 -1.243 1.971
H 4.665 -2.754 -0.675
H 4.817 -0.994 -0.526
H 2.924 -1.051 0.782
C -2.832 1.868 0.096
C -1.875 1.913 -1.078
O -0.579 2.308 -0.640
H -2.893 2.847 0.579
H -3.833 1.571 -0.226
H -2.481 1.159 0.853
H -2.216 2.635 -1.822
H -1.800 0.933 -1.560
H -0.281 1.660 0.010
C -2.802 4.312 -5.197
C -1.341 4.672 -5.379
O -0.799 5.168 -4.161
H -3.375 5.184 -4.873
H -3.231 3.934 -6.128
H -2.918 3.548 -4.421
H -1.231 5.449 -6.138
H -0.760 3.798 -5.692
H -0.891 4.473 -3.496
C -0.408 -0.184 -5.778
C -0.890 -0.135 -4.342
O -1.949 0.807 -4.209
H -0.062 0.801 -6.100
H 0.410 -0.900 -5.891
H -1.223 -0.472 -6.449
H -0.079 0.174 -3.678
H -1.249 -1.117 -4.016
H -2.664 0.524 -4.792
C 0.644 2.967 -8.687
C 1.097 1.828 -9.580
O 1.247 0.634 -8.818
H 1.366 3.136 -7.884
H 0.530 3.891 -9.259
H -0.312 2.729 -8.211
H 2.061 2.061 -10.035
H 0.371 1.647 -10.379
H 0.389 0.430 -8.426
C 0.248 -1.512 -12.838
C -0.234 -1.461 -11.402
O -1.293 -0.517 -11.271
H 0.596 -0.527 -13.160
H 1.065 -2.228 -12.951
H -0.566 -1.798 -13.510
H 0.575 -1.154 -10.737
H -0.595 -2.442 -11.076
H -2.009 -0.799 -11.854
C 4.578 1.363 6.853
C 3.820 0.833 5.653
O 4.621 -0.106 4.942
H 5.508 1.841 6.538
H 3.978 2.090 7.405
H 4.852 0.548 7.529
H 3.567 1.647 4.970
H 2.890 0.341 5.962
H 4.833 -0.826 5.549

(2)
123
Properties=species:S:1:pos:R:3 method="wB97M-V/def2-TZVPD" homo_lumo_gap_ev=5.76 lumo_ev=2.2505 energy_ha=-2100.6588 spin_multiplicity=1 charge=-1
N 0.954 0.823 -4.527
H 0.017 0.996 -4.191
H 1.213 -0.116 -4.260
H 1.598 1.498 -4.142
H 1.044 0.957 -5.524
N -2.502 -3.478 0.231
H -2.745 -2.877 -0.543
H -1.518 -3.619 0.409
H -3.028 -4.323 0.057
H -2.868 -3.056 1.072
N -1.146 0.489 -0.928
H -0.142 0.389 -0.875
H -1.582 -0.418 -1.014
H -1.345 0.864 -1.845
H -1.523 1.126 -0.242
C 1.564 -3.878 -2.527
C 1.337 -4.511 -1.359
C 0.823 -3.698 -0.135
O 0.415 -4.309 0.946
C 0.733 -2.344 -0.148
C 1.191 -1.594 -1.317
C 1.356 -2.426 -2.627
O 1.186 -1.855 -3.748
O 1.307 -0.333 -1.396
O 1.575 -5.803 -1.331
H 1.980 -4.338 -3.411
H 0.343 -1.847 0.728
O -1.745 0.921 -3.744
C -2.828 -0.031 -3.889
C -3.459 -0.840 -2.658
O -2.612 -1.690 -1.898
H -2.553 -0.831 -4.576
H -3.710 0.424 -4.340
H -4.385 -1.350 -2.923
H -3.945 -0.195 -1.926
C -2.761 -5.223 3.362
C -3.567 -3.973 3.595
N -3.184 -2.785 2.775
C -1.885 -2.290 3.294
C -1.450 -0.958 2.818
C -4.248 -1.754 2.808
C -5.546 -2.133 1.984
H -2.800 -5.646 2.358
H -3.110 -6.046 3.985
H -1.721 -4.960 3.555
H -4.572 -4.323 3.358
H -3.637 -3.800 4.669
H -1.983 -2.211 4.377
H -1.065 -2.980 3.094
H -1.520 -0.884 1.732
H -2.074 -0.165 3.230
H -0.427 -0.669 3.057
H -3.864 -0.855 2.324
H -4.529 -1.525 3.836
H -6.107 -2.988 2.360
H -5.263 -2.378 0.960
H -6.210 -1.273 1.886
C 0.741 3.215 -2.100
C 2.070 3.689 -2.756
N 2.862 2.623 -3.339
C 3.471 1.863 -2.240
C 4.335 0.755 -2.778
C 3.836 3.146 -4.327
C 4.869 4.228 -3.826
H 0.128 2.724 -2.857
H 0.165 4.054 -1.711
H 0.877 2.460 -1.325
H 1.784 4.385 -3.545
H 2.673 4.198 -2.003
H 4.011 2.569 -1.608
H 2.692 1.347 -1.679
H 4.521 0.109 -1.921
H 3.660 0.182 -3.415
H 5.246 1.070 -3.286
H 3.241 3.579 -5.131
H 4.384 2.365 -4.852
H 4.325 5.170 -3.763
H 5.552 4.285 -4.674
H 5.419 4.001 -2.913
C -3.537 4.389 -0.770
C -2.730 3.108 -0.792
N -2.457 2.516 0.557
C -1.591 3.427 1.349
C -0.892 2.736 2.519
C -3.628 2.091 1.324
C -4.661 1.274 0.592
H -4.513 4.247 -0.307
H -3.748 4.763 -1.772
H -3.038 5.199 -0.238
H -3.294 2.401 -1.400
H -1.837 3.242 -1.403
H -0.733 3.710 0.739
H -2.127 4.328 1.646
H -0.253 3.409 3.091
H -1.577 2.300 3.247
H -0.293 1.896 2.166
H -4.113 2.921 1.838
H -3.264 1.432 2.113
H -4.196 0.311 0.380
H -4.971 1.680 -0.371
H -5.533 1.166 1.237
C 5.425 -0.739 0.933
C 5.072 -0.028 2.271
N 3.778 -0.450 2.834
C 3.805 -1.838 3.350
C 4.673 -2.010 4.643
C 2.613 -0.197 2.026
C 2.491 1.218 1.539
H 5.670 -1.795 1.052
H 6.255 -0.221 0.454
H 4.572 -0.629 0.263
H 5.872 -0.266 2.972
H 5.123 1.036 2.039
H 2.785 -2.162 3.558
H 4.142 -2.521 2.571
H 4.716 -3.057 4.947
H 5.701 -1.699 4.458
H 4.275 -1.446 5.486
H 1.784 -0.479 2.675
H 2.543 -0.883 1.182
H 1.537 1.257 1.013
H 3.298 1.500 0.863
H 2.511 1.935 2.359